[1]
Formula: C25H59F3N8O9S
Source: OMol25
Level of theory: ωB97M-V/def2-TZVPD

```
105
Properties=species:S:1:pos:R:3:forces:R:3
C 4.1841 -22.2994 8.4223 -0.011 -0.119 -0.095
C 3.0714 -21.2745 8.3930 0.896 -0.130 -0.224
O 3.0002 -20.4032 7.6027 -0.619 0.041 0.350
N 2.0605 -21.3508 9.5559 0.238 0.363 -1.942
H 2.1301 -22.3089 9.8969 -0.598 -0.022 0.363
H 2.4558 -20.7225 10.2560 -0.189 -0.052 0.334
C 0.6344 -20.8660 9.2625 -0.253 0.688 0.949
H 4.7630 -22.1232 7.5148 -0.107 -0.131 0.093
H 3.8510 -23.3375 8.4712 -0.312 0.069 -0.144
H 4.8618 -22.1958 9.2727 -0.206 0.326 0.163
H 0.2536 -20.8940 10.2814 -0.897 -0.103 -0.364
H 0.0288 -21.3559 8.5026 0.585 -1.114 0.339
H 0.5693 -19.8358 8.9104 0.986 0.143 0.317
C 13.2509 -27.0705 4.7526 1.259 -0.350 1.095
C 11.8728 -26.5305 5.0088 1.802 -0.941 -2.889
O 11.0743 -26.4059 4.1351 -0.630 0.545 1.500
N 11.5732 -26.1433 6.4350 -1.578 -0.856 1.093
H 11.7167 -26.9392 7.0686 0.697 -0.363 -0.351
H 12.1842 -25.4298 6.8307 0.188 0.299 -0.397
C 10.1236 -25.8599 6.7029 -0.992 0.783 0.214
H 14.0395 -26.4662 5.2128 -0.198 0.139 0.293
H 13.6236 -27.2436 3.7432 -1.063 0.521 -0.425
H 13.4153 -28.0672 5.1795 -0.420 0.023 0.467
H 10.0141 -25.4773 7.7168 0.301 0.053 -0.021
H 9.4985 -26.7502 6.6620 0.513 -0.292 -0.253
H 9.7006 -25.1400 6.0060 0.388 0.016 -0.112
C 5.7980 -15.4186 3.2240 1.579 -0.452 -0.789
C 5.6855 -16.2766 4.4561 -1.425 1.360 0.469
O 4.6661 -16.6969 4.8927 0.587 -0.494 -0.179
N 6.8850 -16.3577 5.3817 1.034 -0.057 0.388
H 7.0926 -17.3354 5.7514 -1.340 0.152 -0.011
H 7.7670 -16.1960 4.8976 -0.178 0.791 -0.225
C 6.7767 -15.4008 6.5754 0.064 0.639 -0.911
H 5.0848 -15.7172 2.4599 -0.301 0.099 0.316
H 6.7925 -15.4985 2.7675 0.076 -0.430 0.000
H 5.7919 -14.3350 3.3621 -0.687 -0.063 0.681
H 5.7551 -15.3008 6.9333 -0.018 -0.689 -0.005
H 7.0190 -14.4124 6.1864 0.271 0.001 0.172
H 7.4828 -15.7042 7.3424 -0.113 -0.071 -0.019
C 8.2880 -18.1347 -2.1121 0.715 0.419 0.462
C 9.0070 -19.1037 -1.2279 -2.575 -0.787 -0.863
O 8.8193 -20.2749 -1.2121 1.096 0.507 0.605
N 9.8591 -18.5106 -0.0779 1.438 -0.851 -0.154
H 10.7173 -19.0656 -0.1631 -0.215 -0.712 0.710
H 10.3010 -17.6223 -0.3318 -1.056 0.767 0.365
C 9.1086 -18.6601 1.2587 0.457 1.721 -0.936
H 8.6191 -18.2984 -3.1402 0.126 0.292 -0.022
H 8.4768 -17.1272 -1.7431 -0.073 0.199 -0.567
H 7.2142 -18.3257 -2.1121 0.055 -0.249 0.190
H 9.6258 -18.1665 2.0805 0.692 -0.554 -0.147
H 8.8825 -19.7083 1.4065 -0.156 0.138 -0.033
H 8.2710 -17.9724 1.1417 -0.583 -0.706 -0.142
C 10.1070 -19.8285 8.8000 3.130 -1.051 -0.817
C 9.0498 -19.0558 9.4149 -1.301 0.470 -0.922
O 8.7906 -17.9072 9.2840 0.334 -0.285 0.486
N 7.9796 -19.9417 9.9971 -1.409 -0.328 1.182
H 7.5583 -20.5141 9.2363 0.360 0.506 -0.342
H 8.3119 -20.6367 10.6674 0.529 0.227 0.130
C 6.8238 -19.1630 10.6709 1.043 -0.734 -1.357
H 10.7456 -20.4654 9.4213 -0.793 -0.156 0.733
H 10.9276 -19.2446 8.3771 -0.611 0.771 -0.086
H 9.7791 -20.4804 7.9888 -0.621 0.114 0.164
H 6.2055 -19.9358 11.1186 0.085 0.332 0.553
H 6.2850 -18.7221 9.8359 0.002 0.394 0.259
H 7.3284 -18.4410 11.3039 -0.646 0.033 0.345
C 15.5979 -18.2212 3.1542 -1.248 -0.701 0.404
C 15.2491 -18.8055 4.4986 1.712 1.292 0.395
O 15.9171 -18.6451 5.4504 -0.854 -0.866 0.446
N 13.7819 -19.3904 4.6973 0.066 0.619 -0.467
H 13.6136 -19.9871 3.8891 -0.346 0.204 -0.202
H 13.7286 -20.0111 5.5023 0.419 0.200 0.344
C 12.7627 -18.2452 4.8486 1.134 -0.434 -0.649
H 15.3536 -18.8959 2.3341 0.158 0.151 -0.148
H 16.6444 -17.9316 3.1909 -0.044 -0.039 -0.109
H 14.9486 -17.3417 3.1264 0.273 0.225 -0.512
H 12.9437 -17.5080 4.0677 -0.122 -0.348 -0.328
H 13.0203 -17.6922 5.7498 -0.461 -0.496 0.396
H 11.7894 -18.7137 4.7435 -0.171 0.411 0.488
C 6.2130 -24.7973 4.2588 0.000 0.259 0.868
C 5.9481 -25.6127 2.9803 -0.378 0.426 1.154
N 7.2106 -25.9227 2.3178 0.754 -0.180 -1.286
C 7.9507 -27.0713 2.4358 0.986 -0.538 0.545
C 9.1262 -26.9397 1.7233 -1.336 0.124 1.175
N 9.0615 -25.6985 1.1537 -0.288 0.745 0.348
C 7.8914 -25.1301 1.4980 1.091 0.801 0.178
C 10.2034 -24.9371 0.6198 -0.261 0.077 -0.885
H 5.3458 -24.6593 4.9078 -0.394 -0.523 -0.407
H 6.5520 -23.7605 4.1926 0.247 -0.109 -0.872
H 6.9360 -25.3063 4.9008 0.087 -0.180 -0.159
H 5.2497 -25.1190 2.3085 0.243 0.031 -0.197
H 5.4880 -26.5565 3.2682 0.066 -0.041 -0.138
H 7.7071 -27.8012 3.1915 -0.265 -0.300 -0.433
H 10.0146 -27.5445 1.7849 -0.096 -0.093 -0.486
H 7.7574 -24.0693 1.3596 -0.607 -0.166 -0.320
H 10.4450 -25.2432 -0.3974 0.203 -0.534 0.214
H 11.0463 -25.0252 1.2996 0.008 -0.121 -0.114
H 9.9473 -23.8880 0.4723 -0.296 -0.034 0.473
C 8.2692 -20.4811 5.0209 -0.641 -0.676 0.635
F 9.4368 -19.9398 5.4285 -0.198 -0.123 -0.355
F 7.9295 -19.9490 3.8283 0.443 -0.229 0.617
F 8.4786 -21.8168 4.8470 -0.162 1.093 0.086
S 6.8706 -20.1000 6.2745 -0.098 1.800 0.057
O 7.1001 -18.6557 6.5133 0.118 -1.190 -0.625
O 5.6936 -20.4673 5.5436 0.707 -0.154 0.428
O 7.1466 -20.7605 7.5414 0.195 -1.176 -0.600
```
Positions in Å, forces in eV/Å.

Properties
Frontier orbital gap (eV): 8.60
Total energy (Eh): -2798.50726
Total charge: +6
F_max (eV/Å): 3.53
E_HOMO (Ha): -0.7980
Molecular weight (g mol⁻¹): 704.86

Atomic partial charges in e from the Löwdin method, atoms 1 to 99: atom 1 (C): 0.0257, atom 2 (C): -0.3754, atom 3 (O): 0.2059, atom 4 (N): 0.1054, atom 5 (H): 0.1769, atom 6 (H): 0.1842, atom 7 (C): 0.0521, atom 8 (H): 0.0689, atom 9 (H): 0.1049, atom 10 (H): 0.0911, atom 11 (H): 0.1144, atom 12 (H): 0.1199, atom 13 (H): 0.1114, atom 14 (C): 0.0346, atom 15 (C): -0.3703, atom 16 (O): 0.1643, atom 17 (N): 0.1103, atom 18 (H): 0.2013, atom 19 (H): 0.1931, atom 20 (C): 0.0108, atom 21 (H): 0.1049, atom 22 (H): 0.1148, atom 23 (H): 0.1236, atom 24 (H): 0.1121, atom 25 (H): 0.1206, atom 26 (H): 0.0902, atom 27 (C): 0.0336, atom 28 (C): -0.3903, atom 29 (O): 0.1992, atom 30 (N): 0.0557, atom 31 (H): 0.0721, atom 32 (H): 0.1576, atom 33 (C): 0.0520, atom 34 (H): 0.1084, atom 35 (H): 0.0733, atom 36 (H): 0.1191, atom 37 (H): 0.1135, atom 38 (H): 0.1089, atom 39 (H): 0.0978, atom 40 (C): 0.0554, atom 41 (C): -0.3823, atom 42 (O): 0.1878, atom 43 (N): 0.0876, atom 44 (H): 0.1786, atom 45 (H): 0.1852, atom 46 (C): 0.0351, atom 47 (H): 0.1301, atom 48 (H): 0.0954, atom 49 (H): 0.1235, atom 50 (H): 0.0891, atom 51 (H): 0.0925, atom 52 (H): 0.1084, atom 53 (C): 0.0111, atom 54 (C): -0.4089, atom 55 (O): 0.2008, atom 56 (N): 0.0728, atom 57 (H): 0.1081, atom 58 (H): 0.1844, atom 59 (C): 0.0681, atom 60 (H): 0.1135, atom 61 (H): 0.1031, atom 62 (H): 0.0806, atom 63 (H): 0.1026, atom 64 (H): 0.0998, atom 65 (H): 0.1165, atom 66 (C): 0.0520, atom 67 (C): -0.3681, atom 68 (O): 0.2322, atom 69 (N): 0.0912, atom 70 (H): 0.1622, atom 71 (H): 0.1694, atom 72 (C): 0.0392, atom 73 (H): 0.1001, atom 74 (H): 0.1270, atom 75 (H): 0.0995, atom 76 (H): 0.0938, atom 77 (H): 0.1205, atom 78 (H): 0.0770, atom 79 (C): -0.0593, atom 80 (C): -0.1200, atom 81 (N): -0.0406, atom 82 (C): 0.0143, atom 83 (C): 0.0081, atom 84 (N): -0.0712, atom 85 (C): -0.0138, atom 86 (C): 0.0308, atom 87 (H): 0.0843, atom 88 (H): 0.0580, atom 89 (H): 0.0650, atom 90 (H): 0.1415, atom 91 (H): 0.1403, atom 92 (H): 0.1481, atom 93 (H): 0.1437, atom 94 (H): 0.1663, atom 95 (H): 0.1165, atom 96 (H): 0.0948, atom 97 (H): 0.0893, atom 98 (C): -0.5870, atom 99 (F): 0.0912

---

[2]
Formula: C25H59F3NO4P
Source: OMol25
Level of theory: ωB97M-V/def2-TZVPD

```
93
Properties=species:S:1:pos:R:3:forces:R:3
N 2.1448 1.2904 3.7288 -0.920 0.222 0.353
O 2.5661 0.0730 3.1278 0.244 -0.021 -0.815
P 1.5984 -1.1231 3.5161 0.033 -0.687 1.273
O 1.3553 -1.2223 4.9463 -0.387 0.379 0.336
O 2.3752 -2.3694 2.9595 -0.177 0.264 -0.941
O 0.2800 -1.1624 2.5859 0.569 0.352 0.097
C -0.8605 -0.4977 2.9417 -0.385 -0.188 -0.542
F -1.3938 -0.9687 4.0564 -0.008 0.026 -0.055
F -0.6447 0.8054 3.0796 -0.106 -0.027 0.073
F -1.7272 -0.6809 1.9373 0.121 0.082 0.288
H 2.4068 2.0186 3.0902 0.294 0.154 -0.337
H 2.6419 1.3856 4.6001 0.324 -0.101 0.137
H 3.0333 -2.5614 3.6308 0.381 -0.447 0.157
C 1.0034 7.1752 1.5876 0.106 -0.075 -0.024
C 1.4092 6.2463 0.4462 -0.063 0.106 0.019
C 0.2309 5.5135 -0.1918 0.041 -0.063 -0.041
C -0.5354 4.5838 0.7502 0.006 0.074 0.004
C 0.3088 3.4962 1.4101 0.034 0.000 -0.138
C 0.9394 2.5285 0.4124 0.043 0.096 0.180
H 0.5509 6.6253 2.4141 -0.023 0.010 0.005
H 1.8716 7.7042 1.9822 -0.014 0.026 0.018
H 0.2849 7.9214 1.2438 -0.036 -0.003 0.012
H 2.1514 5.5279 0.8054 0.000 -0.022 -0.017
H 1.9084 6.8354 -0.3270 0.032 -0.016 -0.008
H 0.5931 4.9436 -1.0525 -0.015 -0.003 0.018
H -0.4692 6.2515 -0.5949 -0.001 0.023 -0.007
H -1.3426 4.1088 0.1841 -0.010 -0.033 0.001
H -1.0244 5.1741 1.5298 -0.001 0.008 -0.004
H -0.3264 2.9331 2.0892 -0.039 -0.018 0.102
H 1.0902 3.9514 2.0288 -0.019 0.033 -0.007
H 0.1709 2.0414 -0.1916 0.002 0.018 0.004
H 1.4971 1.7441 0.9292 -0.017 -0.029 -0.037
H 1.6329 3.0328 -0.2629 -0.015 -0.010 -0.035
C 1.1834 -1.0445 -0.6352 0.138 -0.140 -0.053
C 0.8972 -1.4391 -2.0791 -0.002 0.125 0.069
C -0.4496 -0.9150 -2.5698 -0.032 -0.069 -0.140
C -1.6670 -1.4486 -1.8137 0.029 0.043 0.087
C -1.8064 -2.9693 -1.8096 -0.066 0.000 -0.081
C -1.9772 -3.5686 -3.2029 0.039 -0.045 0.105
H 0.4549 -1.4719 0.0540 0.002 0.007 -0.021
H 2.1715 -1.3936 -0.3282 -0.006 0.014 0.057
H 1.1620 0.0409 -0.5242 -0.021 -0.067 0.006
H 0.9498 -2.5257 -2.1874 -0.031 -0.007 -0.007
H 1.6838 -1.0322 -2.7202 0.000 -0.018 -0.029
H -0.5521 -1.1436 -3.6347 -0.029 0.011 -0.005
H -0.4496 0.1768 -2.4966 0.018 0.018 0.001
H -2.5670 -1.0096 -2.2559 -0.018 -0.015 -0.009
H -1.6388 -1.0934 -0.7793 0.004 0.002 -0.020
H -2.6754 -3.2337 -1.2020 0.012 -0.016 0.030
H -0.9424 -3.4255 -1.3185 0.007 0.018 0.021
H -2.8531 -3.1489 -3.7016 0.009 0.026 -0.028
H -2.1131 -4.6491 -3.1438 -0.009 -0.010 -0.031
H -1.1066 -3.3819 -3.8331 -0.004 0.012 -0.016
C -0.4476 -4.6466 3.3234 0.103 -0.023 0.017
C 0.8007 -5.4994 3.1189 -0.106 0.013 -0.093
C 0.5475 -6.9976 3.2723 0.063 -0.022 0.011
C 0.0595 -7.4276 4.6561 -0.050 0.020 -0.006
C 0.9845 -7.0466 5.8102 0.045 -0.095 0.001
C 2.3675 -7.6860 5.7182 -0.042 0.100 0.059
H -0.8434 -4.7477 4.3347 -0.028 0.012 -0.004
H -0.2216 -3.5943 3.1619 -0.042 0.007 0.008
H -1.2318 -4.9313 2.6184 -0.027 -0.024 0.022
H 1.5809 -5.1747 3.8124 0.021 -0.018 0.021
H 1.1928 -5.3155 2.1153 0.036 0.018 0.005
H 1.4650 -7.5386 3.0238 -0.004 -0.016 0.008
H -0.1943 -7.3103 2.5309 -0.006 0.016 -0.016
H -0.0761 -8.5137 4.6529 0.008 -0.010 0.020
H -0.9309 -7.0033 4.8416 -0.002 0.005 -0.011
H 0.5136 -7.3569 6.7463 -0.005 0.029 0.016
H 1.0870 -5.9597 5.8677 -0.025 0.010 -0.002
H 2.2915 -8.7747 5.6898 0.009 -0.014 -0.037
H 2.9748 -7.4168 6.5833 0.025 -0.020 -0.002
H 2.9048 -7.3607 4.8262 0.004 -0.018 -0.015
C -3.3877 4.3046 -6.6258 -0.002 0.028 0.120
C -2.4327 4.9529 -5.6270 -0.034 0.016 -0.109
C -0.9603 4.6763 -5.9238 0.030 0.015 0.048
C -0.5596 3.2016 -5.8727 -0.039 -0.007 -0.046
C -0.8468 2.5033 -4.5454 0.131 0.013 0.025
C -0.0894 3.1055 -3.3649 -0.144 -0.074 -0.012
H -3.3114 3.2166 -6.6091 0.003 -0.009 -0.021
H -4.4216 4.5638 -6.3952 -0.017 -0.009 -0.027
H -3.1762 4.6438 -7.6416 0.015 -0.025 -0.022
H -2.6826 4.6228 -4.6150 0.021 0.000 0.016
H -2.5899 6.0343 -5.6402 -0.004 0.011 0.032
H -0.3454 5.2464 -5.2217 0.014 -0.007 0.002
H -0.7195 5.0663 -6.9174 -0.012 0.014 -0.011
H 0.5107 3.1269 -6.0888 0.013 -0.017 0.013
H -1.0649 2.6579 -6.6756 -0.003 0.009 -0.006
H -0.5665 1.4515 -4.6410 -0.041 -0.021 -0.003
H -1.9200 2.5151 -4.3357 -0.009 -0.006 -0.017
H 0.9887 3.0731 -3.5371 0.022 0.032 0.002
H -0.2994 2.5466 -2.4513 0.037 0.041 0.015
H -0.3751 4.1434 -3.1861 0.014 0.008 -0.005
```
Positions in Å, forces in eV/Å.

Properties
Frontier orbital gap (eV): 11.19
SMILES: NO[P@](=O)(O)OC(F)(F)F.CCCCCC.CCCCCC.CCCCCC.CCCCCC
Total energy (Eh): -1984.70318
Total charge: 0
F_max (eV/Å): 1.45
E_HOMO (Ha): -0.3938
Molecular weight (g mol⁻¹): 525.72

Population analysis type Löwdin, resulting atomic charges in e: atom 1 (N): 0.0455, atom 2 (O): -0.2191, atom 3 (P): 0.3631, atom 4 (O): -0.2042, atom 5 (O): -0.0575, atom 6 (O): -0.0210, atom 7 (C): -0.7363, atom 8 (F): 0.1949, atom 9 (F): 0.1679, atom 10 (F): 0.1700, atom 11 (H): 0.0733, atom 12 (H): 0.0947, atom 13 (H): 0.0980, atom 14 (C): -0.1110, atom 15 (C): -0.2688, atom 16 (C): -0.2276, atom 17 (C): -0.2167, atom 18 (C): -0.2626, atom 19 (C): -0.1050, atom 20 (H): 0.0644, atom 21 (H): 0.0681, atom 22 (H): 0.0749, atom 23 (H): 0.0965, atom 24 (H): 0.1045, atom 25 (H): 0.0842, atom 26 (H): 0.1118, atom 27 (H): 0.1111, atom 28 (H): 0.1032, atom 29 (H): 0.0872, atom 30 (H): 0.0960, atom 31 (H): 0.0617, atom 32 (H): 0.0483, atom 33 (H): 0.0772, atom 34 (C): -0.0953, atom 35 (C): -0.2516, atom 36 (C): -0.2246, atom 37 (C): -0.2193, atom 38 (C): -0.2667, atom 39 (C): -0.1107, atom 40 (H): 0.0561, atom 41 (H): 0.0782, atom 42 (H): 0.0481, atom 43 (H): 0.1002, atom 44 (H): 0.1055, atom 45 (H): 0.1011, atom 46 (H): 0.0865, atom 47 (H): 0.1114, atom 48 (H): 0.0899, atom 49 (H): 0.1043, atom 50 (H): 0.0978, atom 51 (H): 0.0742, atom 52 (H): 0.0682, atom 53 (H): 0.0645, atom 54 (C): -0.0907, atom 55 (C): -0.2689, atom 56 (C): -0.2283, atom 57 (C): -0.2301, atom 58 (C): -0.2699, atom 59 (C): -0.1131, atom 60 (H): 0.0741, atom 61 (H): 0.0400, atom 62 (H): 0.0803, atom 63 (H): 0.0911, atom 64 (H): 0.1058, atom 65 (H): 0.1004, atom 66 (H): 0.1091, atom 67 (H): 0.1085, atom 68 (H): 0.1008, atom 69 (H): 0.1037, atom 70 (H): 0.0979, atom 71 (H): 0.0739, atom 72 (H): 0.0676, atom 73 (H): 0.0632, atom 74 (C): -0.1118, atom 75 (C): -0.2714, atom 76 (C): -0.2304, atom 77 (C): -0.2268, atom 78 (C): -0.2640, atom 79 (C): -0.1081, atom 80 (H): 0.0645, atom 81 (H): 0.0682, atom 82 (H): 0.0742, atom 83 (H): 0.0972, atom 84 (H): 0.1033, atom 85 (H): 0.1002, atom 86 (H): 0.1088, atom 87 (H): 0.1097, atom 88 (H): 0.1015, atom 89 (H): 0.0929, atom 90 (H): 0.1027, atom 91 (H): 0.0835, atom 92 (H): 0.0446, atom 93 (H): 0.0609